This record from the OMol25 dataset describes a cluster of 3 separate species, C5H9NO in total. The level of theory is the ωB97M-V functional and the def2-TZVPD basis.

Geometry as XYZ:
```
16
Properties=species:S:1:pos:R:3:lowdin_charge:R:1
C -1.474 -1.260 0.031 -0.069
C -0.381 -0.245 -0.178 -0.306
C -0.658 1.261 -0.189 -0.113
C 0.697 1.478 0.548 -0.081
C 0.854 -0.037 0.498 -0.281
N 1.937 -0.711 0.115 -0.133
O 3.052 -0.718 0.591 0.003
H -2.241 -1.141 -0.743 0.085
H -1.956 -1.100 1.004 0.087
H -1.096 -2.285 -0.005 0.078
H 0.326 -1.030 -1.308 0.113
H -0.746 1.724 -1.175 0.114
H -1.536 1.530 0.411 0.114
H 0.612 1.933 1.537 0.105
H 1.466 2.002 -0.029 0.113
H 1.141 -1.403 -1.106 0.171
```

Output
M   99.1 g mol⁻¹
Largest force on an atom   0.32 eV Å⁻¹
HOMO-LUMO gap   8.24 eV
ΔE to the lowest compared entry with this formula, charge and spin   165.2 kcal per mole


This record from the OMol25 dataset describes a structure of composition C40H34IrN2OSe2Si2. The level of theory is the ωB97M-V functional and the def2-TZVPD basis.

Geometry as XYZ:
```
82
Properties=species:S:1:pos:R:3:lowdin_charge:R:1
Ir 0.855 0.806 0.046 1.239
Se -0.654 3.569 -0.281 0.721
Se -2.347 2.679 1.032 0.762
C -1.341 1.720 2.354 -0.657
C -1.826 1.797 3.654 -0.089
C -1.212 1.053 4.647 -0.018
C -0.113 0.271 4.318 -0.024
C 0.322 0.270 3.010 -0.146
N -0.286 0.970 2.038 -0.108
C -0.931 2.433 -1.808 -0.662
C -1.633 2.848 -2.923 -0.060
C -1.746 1.972 -3.994 -0.013
C -1.148 0.724 -3.915 -0.021
C -0.459 0.387 -2.764 -0.121
N -0.364 1.227 -1.729 -0.122
H -2.663 2.444 3.877 0.113
H -1.574 1.099 5.665 0.128
H 0.411 -0.313 5.061 0.122
H 1.185 -0.310 2.706 0.108
H -2.075 3.833 -2.949 0.120
H -2.289 2.266 -4.882 0.128
H -1.202 0.020 -4.732 0.123
H 0.043 -0.568 -2.657 0.116
O 0.676 -1.204 0.237 -0.483
Si -0.613 -2.179 0.227 0.456
C -0.341 -3.655 1.361 -0.161
C -1.419 -4.456 1.805 -0.046
C -1.194 -5.478 2.698 -0.034
C 0.112 -5.768 3.102 -0.005
C 1.198 -5.029 2.620 -0.035
C 0.981 -4.007 1.726 -0.044
C -0.509 -3.430 -1.174 -0.181
C 0.750 -3.706 -1.752 -0.057
C 0.845 -4.570 -2.820 -0.041
C -0.298 -5.223 -3.286 -0.016
C -1.541 -5.006 -2.689 -0.039
C -1.644 -4.143 -1.619 -0.053
C -2.284 -1.415 0.410 -0.245
C -2.837 -1.200 1.676 -0.107
C -4.088 -0.618 1.817 -0.074
C -4.808 -0.240 0.690 -0.068
C -4.276 -0.447 -0.576 -0.066
C -3.026 -1.031 -0.713 -0.097
H -2.428 -4.235 1.477 0.117
H -2.020 -6.064 3.078 0.122
H 0.290 -6.591 3.782 0.125
H 2.201 -5.273 2.940 0.122
H 1.813 -3.434 1.334 0.114
H 1.632 -3.204 -1.373 0.112
H 1.801 -4.756 -3.290 0.120
H -0.217 -5.921 -4.108 0.123
H -2.415 -5.525 -3.058 0.121
H -2.605 -3.982 -1.145 0.114
H -2.292 -1.501 2.567 0.108
H -4.511 -0.474 2.803 0.116
H -5.789 0.204 0.798 0.118
H -4.844 -0.166 -1.454 0.115
H -2.635 -1.208 -1.710 0.098
C 2.809 6.029 2.609 -0.060
C 2.046 4.948 3.030 -0.071
C 2.097 3.753 2.330 -0.135
C 2.912 3.615 1.202 -0.361
C 3.679 4.711 0.797 -0.101
C 3.627 5.910 1.494 -0.061
Si 2.977 2.018 0.259 0.614
C 2.860 2.217 -1.594 -0.391
C 3.173 1.130 -2.430 -0.131
C 2.973 1.204 -3.797 -0.073
C 2.442 2.361 -4.359 -0.059
C 2.135 3.450 -3.552 -0.063
C 2.339 3.379 -2.183 -0.128
H 2.771 6.964 3.153 0.114
H 1.416 5.040 3.906 0.109
H 1.497 2.916 2.669 0.072
H 4.328 4.633 -0.068 0.110
H 4.227 6.749 1.170 0.114
H 4.069 1.091 0.625 -0.021
H 3.594 0.227 -1.999 0.102
H 3.243 0.369 -4.431 0.112
H 2.292 2.421 -5.429 0.114
H 1.753 4.361 -3.996 0.117
H 2.122 4.244 -1.564 0.092
```

Output
M   965.0 g mol⁻¹
Largest force on an atom   0.11 eV Å⁻¹
HOMO-LUMO gap (spin up / spin down)   6.68 / 4.78 eV
Expectation value of S²   8.79
Spin multiplicity   6
ΔE to the lowest compared entry with this formula, charge and spin   0.0 kcal per mole
Total charge   +2


This record from the OMol25 dataset describes a structure of composition C37H57As3BrNO2Zr. The level of theory is the ωB97M-V functional and the def2-TZVPD basis.

Geometry as XYZ:
```
102
Properties=species:S:1:pos:R:3:lowdin_charge:R:1
Zr -0.609 -0.458 0.293 1.556
C -3.068 -3.974 -2.153 -0.046
C -2.060 -4.292 -1.052 -0.343
C -0.654 -4.456 -1.627 -0.054
C -2.106 -3.315 0.113 -0.183
C -1.073 -3.227 1.043 -0.092
C -1.181 -2.422 2.191 -0.128
C -2.342 -1.694 2.452 -0.306
C -2.579 -0.990 3.755 -0.014
C -3.351 -1.720 1.475 -0.032
C -3.236 -2.512 0.349 -0.004
H -2.931 -4.664 -2.984 0.094
H -2.944 -2.961 -2.543 0.072
H -4.099 -4.083 -1.819 0.089
H -2.349 -5.255 -0.612 0.159
H -0.239 -3.498 -1.947 0.064
H -0.685 -5.111 -2.497 0.095
H 0.040 -4.909 -0.918 0.073
H -0.181 -3.828 0.916 0.108
H -0.389 -2.457 2.932 0.112
H -3.544 -1.296 4.161 0.109
H -2.630 0.092 3.629 0.071
H -1.814 -1.238 4.487 0.077
H -4.241 -1.121 1.631 0.132
H -4.040 -2.501 -0.373 0.125
C 3.070 -2.508 1.800 -0.245
As 2.042 -1.613 0.413 1.110
C 2.508 -2.674 -1.133 -0.253
C 2.957 0.064 -0.068 -0.306
C 3.424 1.053 1.020 -0.645
C 3.133 2.483 0.563 -0.050
C 2.727 0.813 2.364 -0.351
As 0.770 0.850 2.543 1.126
C 0.715 0.127 4.346 -0.266
C 0.415 2.734 2.871 -0.244
C 4.929 0.882 1.302 -0.371
As 6.412 1.112 -0.026 1.145
C 6.631 3.053 0.129 -0.338
C 5.570 1.127 -1.805 -0.353
H 4.116 -2.234 1.672 0.043
H 2.971 -3.583 1.655 0.044
H 2.739 -2.265 2.805 0.020
H 3.596 -2.705 -1.195 0.052
H 2.093 -2.217 -2.027 0.023
H 2.123 -3.686 -1.022 0.027
H 2.267 0.561 -0.760 0.059
H 3.795 -0.259 -0.685 0.049
H 2.064 2.639 0.394 0.060
H 3.649 2.719 -0.367 0.067
H 3.468 3.200 1.316 0.102
H 3.072 1.557 3.089 0.095
H 3.010 -0.155 2.777 0.048
H 1.494 0.628 4.923 0.051
H 0.911 -0.944 4.344 0.025
H -0.247 0.324 4.810 0.024
H 1.324 3.171 3.284 0.047
H -0.384 2.835 3.603 0.040
H 0.145 3.243 1.950 0.026
H 5.101 -0.101 1.749 0.048
H 5.201 1.601 2.082 0.074
H 6.978 3.291 1.133 0.024
H 5.714 3.601 -0.080 0.013
H 7.399 3.366 -0.576 0.025
H 5.404 0.114 -2.172 0.009
H 6.309 1.586 -2.462 0.027
H 4.648 1.704 -1.875 0.009
Br -4.674 0.003 -6.048 0.818
C -2.967 -0.439 -5.406 -0.670
C -1.957 -0.798 -6.295 -0.077
C -0.691 -1.123 -5.830 -0.035
C -0.419 -1.091 -4.474 0.007
C -1.438 -0.736 -3.589 -0.147
C -2.716 -0.407 -4.047 -0.048
C -1.191 -0.717 -2.160 -0.530
O -2.105 -0.533 -1.297 -0.107
O 0.002 -0.894 -1.666 -0.218
H -2.166 -0.821 -7.356 0.117
H 0.078 -1.401 -6.537 0.121
H 0.562 -1.335 -4.094 0.117
H -3.492 -0.127 -3.348 0.119
C -4.532 2.695 2.436 -0.062
N -3.937 1.687 1.571 -0.249
C -4.616 1.533 0.295 -0.065
C -2.507 1.667 1.502 -0.229
C -1.769 2.379 0.389 -0.273
C -2.120 3.669 0.006 -0.023
C -1.437 4.293 -1.027 -0.038
C -0.411 3.625 -1.683 -0.056
C -0.062 2.339 -1.298 -0.122
C -0.724 1.691 -0.249 -0.284
H -5.585 2.455 2.584 0.095
H -4.476 3.712 2.027 0.084
H -4.046 2.687 3.412 0.090
H -5.657 1.263 0.475 0.097
H -4.146 0.734 -0.283 0.074
H -4.599 2.441 -0.319 0.093
H -2.268 0.566 1.400 0.036
H -2.100 1.950 2.476 0.099
H -2.926 4.187 0.510 0.113
H -1.707 5.296 -1.327 0.118
H 0.108 4.107 -2.501 0.115
H 0.735 1.837 -1.839 0.094
```

Output
M   943.8 g mol⁻¹
Largest force on an atom   0.63 eV Å⁻¹
HOMO-LUMO gap   6.37 eV
ΔE to the lowest compared entry with this formula, charge and spin   17.8 kcal per mole
Total charge   +2


This record from the OMol25 dataset describes a cluster of 2 separate species, C10H15N3 in total at a distorted geometry. The level of theory is the ωB97M-V functional and the def2-TZVPD basis.

Geometry as XYZ:
```
28
Properties=species:S:1:pos:R:3:lowdin_charge:R:1
C 3.690 0.830 -0.548 -0.003
C 3.657 -0.110 0.476 -0.022
C 2.515 1.197 -1.199 -0.027
C 2.469 -0.693 0.855 0.014
C 1.312 0.632 -0.829 -0.003
C 1.283 -0.341 0.178 -0.266
C -0.058 -2.190 0.888 0.157
C -1.622 0.005 0.305 -0.070
C -2.566 2.091 1.160 0.023
C -2.124 -1.273 -1.740 0.004
N -1.639 0.968 1.152 0.087
N -2.424 -0.472 -0.570 0.086
N 0.124 -1.003 0.485 0.067
H 4.625 1.287 -0.832 0.131
H 4.568 -0.393 0.983 0.131
H 2.545 1.925 -1.994 0.127
H 2.441 -1.414 1.657 0.124
H 0.399 0.912 -1.333 0.113
H -1.039 -2.556 1.153 0.123
H 0.770 -2.888 0.971 0.137
H -3.275 2.032 0.338 0.104
H -3.106 2.108 2.108 0.121
H -2.003 3.022 1.075 0.120
H -2.742 -2.170 -1.744 0.117
H -1.074 -1.551 -1.771 0.095
H -2.363 -0.700 -2.638 0.120
H -0.938 1.011 1.888 0.188
H -3.424 -0.265 -0.475 0.200
```

Output
M   177.3 g mol⁻¹
Largest force on an atom   4.35 eV Å⁻¹
HOMO-LUMO gap (spin up / spin down)   7.34 / 7.34 eV
ΔE to the lowest compared entry with this formula, charge and spin   25.2 kcal per mole
Total charge   +2


This record from the OMol25 dataset describes the molecule C5H6BrNS at a distorted geometry. The level of theory is the ωB97M-V functional and the def2-TZVPD basis.

Geometry as XYZ:
```
14
Properties=species:S:1:pos:R:3:lowdin_charge:R:1
C -0.164 -1.876 -0.985 -0.156
C -0.425 -0.428 -1.254 -0.752
Br -2.227 -0.242 -2.069 0.647
C -0.204 0.286 -0.034 -0.649
N 0.591 1.525 -0.143 0.073
C 0.892 1.916 1.064 -0.352
C 0.358 1.311 2.099 -0.373
S -0.620 -0.019 1.543 1.070
H -0.102 -2.284 -1.886 0.031
H -0.896 -2.282 -0.335 0.069
H 0.709 -2.083 -0.443 0.077
H 0.260 0.061 -2.047 0.129
H 1.527 2.737 1.271 0.104
H 0.301 1.379 3.218 0.082
```

Output
M   192.1 g mol⁻¹
Largest force on an atom   6.89 eV Å⁻¹
HOMO-LUMO gap   9.16 eV
ΔE to the lowest compared entry with this formula, charge and spin   25.6 kcal per mole
Structure (SMILES)   C[C@@H](Br)c1nccs1


This record from the OMol25 dataset describes a cluster of 2 separate species, C6H14 in total. The level of theory is the ωB97M-V functional and the def2-TZVPD basis.

Geometry as XYZ:
```
20
Properties=species:S:1:pos:R:3:lowdin_charge:R:1
C -1.171 -1.462 1.815 -0.110
C -0.596 -0.161 1.311 -0.151
C -0.425 0.194 0.033 -0.359
C -0.780 -0.703 -1.125 -0.059
C 0.065 1.584 -0.317 -0.231
C 1.271 1.629 -1.260 -0.113
H -0.693 -2.343 1.369 0.068
H -1.056 -1.545 2.900 0.066
H -2.244 -1.535 1.595 0.078
H -0.338 0.578 2.072 0.100
H 0.073 -0.861 -1.795 0.073
H -1.125 -1.688 -0.802 0.067
H -1.582 -0.246 -1.721 0.089
H 0.309 2.119 0.609 0.104
H -0.767 2.135 -0.780 0.113
H 1.016 1.257 -2.258 0.066
H 1.631 2.657 -1.379 0.069
H 2.100 1.028 -0.869 0.058
H 1.853 -1.153 0.437 0.024
H 2.457 -1.486 0.164 0.049
```

Output
M   86.2 g mol⁻¹
Largest force on an atom   0.24 eV Å⁻¹
HOMO-LUMO gap   10.03 eV
ΔE to the lowest compared entry with this formula, charge and spin   35.8 kcal per mole
Structure (SMILES)   C/C=C(\C)CC.[H][H]


This record from the OMol25 dataset describes the molecule C5H4O2 at a distorted geometry. The level of theory is the ωB97M-V functional and the def2-TZVPD basis.

Geometry as XYZ:
```
11
Properties=species:S:1:pos:R:3:lowdin_charge:R:1
C 1.219 -1.584 -0.833 0.067
C 0.753 -0.424 -0.358 -0.132
C 0.189 -0.395 0.966 -0.313
O 0.307 -1.032 1.957 0.146
C -1.003 0.919 0.730 0.040
C -1.535 1.974 0.175 -0.144
O -2.439 1.462 0.983 -0.033
H 1.624 -1.646 -1.807 0.052
H 1.405 -2.494 -0.287 0.077
H 1.017 0.407 -1.014 0.123
H -1.535 2.812 -0.511 0.118
```

Output
M   96.1 g mol⁻¹
Largest force on an atom   4.37 eV Å⁻¹
HOMO-LUMO gap (spin up / spin down)   7.42 / 7.42 eV
ΔE to the lowest compared entry with this formula, charge and spin   139.6 kcal per mole
Structure (SMILES)   C=CC(=O)C1=CO1


This record from the OMol25 dataset describes a structure of composition CH2Cl3Hg2 at a distorted geometry. The level of theory is the ωB97M-V functional and the def2-TZVPD basis.

Geometry as XYZ:
```
8
Properties=species:S:1:pos:R:3:lowdin_charge:R:1
Hg -4.146 0.230 1.500 1.082
Hg -3.189 1.581 -1.988 0.834
Cl -2.211 -0.257 -0.273 -0.157
C 1.767 -0.236 0.155 -0.934
Cl 2.225 -1.520 1.351 0.582
Cl 2.935 -0.135 -1.230 0.580
H 0.748 -0.370 -0.209 -0.023
H 1.871 0.707 0.693 0.036
```

Output
M   521.6 g mol⁻¹
Largest force on an atom   2.01 eV Å⁻¹
HOMO-LUMO gap (spin up / spin down)   2.42 / 2.50 eV
Expectation value of S²   0.76
Spin multiplicity   2
Total charge   +2


This record from the OMol25 dataset describes the ion C6H16N with charge +1 at a distorted geometry. The level of theory is the ωB97M-V functional and the def2-TZVPD basis.

Geometry as XYZ:
```
23
Properties=species:S:1:pos:R:3:lowdin_charge:R:1
C 0.273 0.298 -2.619 -0.074
C 0.355 -0.346 -1.215 -0.227
C -0.119 0.645 -0.147 -0.350
C 0.903 1.744 0.181 -0.041
C -0.484 -0.100 1.153 -0.279
C -1.776 -0.901 1.176 -0.011
N 0.656 -1.104 1.480 0.214
H -0.603 -0.101 -3.150 0.083
H 1.007 -0.131 -3.304 0.082
H 0.193 1.376 -2.577 0.079
H -0.296 -1.219 -1.180 0.108
H 1.414 -0.579 -1.067 0.113
H -1.044 1.105 -0.483 0.149
H 0.489 2.745 0.241 0.091
H 1.584 1.860 -0.672 0.090
H 1.501 1.538 1.067 0.075
H -0.363 0.580 1.997 0.150
H -2.528 -0.391 1.696 0.076
H -1.677 -1.919 1.542 0.094
H -2.161 -0.917 0.152 0.096
H 0.801 -1.869 0.826 0.161
H 0.463 -1.460 2.415 0.168
H 1.533 -0.631 1.643 0.153
```

Output
M   102.2 g mol⁻¹
Largest force on an atom   1.93 eV Å⁻¹
HOMO-LUMO gap   11.76 eV
ΔE to the lowest compared entry with this formula, charge and spin   11.6 kcal per mole
Total charge   +1
Structure (SMILES)   CC[C@H](C)[C@@H](C)[NH3+]


This record from the OMol25 dataset describes a structure of composition C2H5FGaO2 at a distorted geometry. The level of theory is the ωB97M-V functional and the def2-TZVPD basis.

Geometry as XYZ:
```
11
Properties=species:S:1:pos:R:3:lowdin_charge:R:1
Ga -0.970 -0.576 -1.957 0.798
O -0.788 -2.113 -0.918 -0.240
C 0.351 0.881 0.580 -0.051
O -0.039 -0.085 -0.374 -0.351
C -0.194 -1.455 0.096 -0.386
H 0.391 1.858 0.074 0.058
H -0.386 0.934 1.398 0.109
H 1.329 0.607 1.006 0.111
H 0.824 -1.823 0.347 0.144
H -0.798 -1.410 1.028 0.139
F 0.280 3.182 -1.279 -0.331
```

Output
M   149.8 g mol⁻¹
Largest force on an atom   2.54 eV Å⁻¹
HOMO-LUMO gap (spin up / spin down)   9.61 / 3.96 eV
Expectation value of S²   0.76
Spin multiplicity   2


This record from the OMol25 dataset describes a cluster of 2 separate species, C4H13NO in total. The level of theory is the ωB97M-V functional and the def2-TZVPD basis.

Geometry as XYZ:
```
19
Properties=species:S:1:pos:R:3:lowdin_charge:R:1
C -2.683 -0.413 1.671 -0.095
C -1.309 -0.226 1.069 -0.358
O -1.343 -0.684 -0.269 -0.099
H -2.734 0.010 2.671 0.070
H -2.918 -1.474 1.739 0.073
H -3.428 0.052 1.032 0.074
H -1.030 0.838 1.108 0.104
H -0.567 -0.783 1.649 0.106
H -0.431 -0.742 -0.601 0.027
C 1.080 0.827 -1.971 -0.131
N 1.395 -0.318 -1.124 -0.206
C 2.139 0.056 0.071 -0.136
H 0.787 0.465 -2.953 0.082
H 0.247 1.382 -1.538 0.077
H 1.918 1.527 -2.078 0.076
H 1.943 -0.985 -1.653 0.106
H 1.565 0.800 0.627 0.075
H 3.116 0.487 -0.160 0.075
H 2.251 -0.820 0.708 0.080
```

Output
M   91.2 g mol⁻¹
Largest force on an atom   0.28 eV Å⁻¹
HOMO-LUMO gap   10.41 eV
ΔE to the lowest compared entry with this formula, charge and spin   16.4 kcal per mole
Structure (SMILES)   CCO.CNC


This record from the OMol25 dataset describes a cluster of 2 separate species, CHF3O in total at a distorted geometry. The level of theory is the ωB97M-V functional and the def2-TZVPD basis.

Geometry as XYZ:
```
6
Properties=species:S:1:pos:R:3:lowdin_charge:R:1
C 0.850 -0.843 1.387 -0.047
O -0.371 0.618 -1.240 -0.021
F 1.480 -0.626 0.249 0.045
F -0.032 0.109 1.465 0.043
F -1.484 -0.151 -1.576 -0.102
H -0.443 0.893 -0.285 0.083
```

Output
M   86.0 g mol⁻¹
Largest force on an atom   1.63 eV Å⁻¹
HOMO-LUMO gap   11.16 eV
ΔE to the lowest compared entry with this formula, charge and spin   152.1 kcal per mole


Q: Which value of largest force on an atom does entry 2 give?
A: 0.11 eV Å⁻¹


Q: The highest largest force on an atom belongs to which entry?
A: C5H6BrNS


Q: Which of these has the lowest M?
A: CHF3O